# 1
DFT (ωB97M-V/def2-TZVPD) results for a molecular structure, C25H56F3MnN8O11S at a distorted geometry.

Values from the calculation:
⟨S²⟩: 8.75
Relative energy (zero: lowest compared OMol25 entry of this formula, charge and spin): 0.0000 eV
Calculated total energy: -4100.50115 Ha
E_HOMO (alpha / beta): -0.37264 / -0.37264 Ha

Structure (ORCA input):
```
! RIJCOSX wB97M-V def2-TZVPD def2/J DEFGRID3
* xyz 1 6
Mn -2.867 1.367 1.257
C 0.195 -1.656 -0.260
F 0.206 -2.059 1.028
F 1.331 -1.998 -0.788
F -0.801 -2.236 -0.893
S 0.050 0.168 -0.249
O -1.305 0.459 0.284
O 1.072 0.568 0.680
O 0.202 0.636 -1.578
C 4.020 -3.569 -1.567
O 3.150 -4.047 -2.289
N 4.974 -4.283 -0.887
C 5.979 -3.703 -0.074
C 4.986 -5.718 -0.920
H 4.113 -2.490 -1.334
H 5.884 -3.921 0.998
H 5.891 -2.618 -0.094
H 6.983 -4.024 -0.351
H 5.993 -6.104 -1.117
H 4.754 -6.115 0.083
H 4.292 -6.189 -1.602
C -1.084 2.620 3.516
O -1.796 1.716 2.985
N -1.412 3.195 4.634
C -0.592 4.187 5.258
C -2.580 2.785 5.361
H -0.124 2.909 3.086
H -1.157 5.042 5.623
H 0.208 4.559 4.619
H -0.024 3.792 6.108
H -2.280 2.438 6.356
H -3.389 3.501 5.426
H -2.930 1.843 4.927
C -4.923 0.993 -1.317
O -4.092 0.773 -0.420
N -5.650 2.088 -1.478
C -6.434 2.328 -2.671
C -5.664 3.161 -0.511
H -5.136 0.246 -2.088
H -6.137 3.310 -3.049
H -7.499 2.403 -2.464
H -6.198 1.566 -3.404
H -5.173 4.060 -0.878
H -6.701 3.385 -0.250
H -5.219 2.831 0.428
C -3.677 -1.649 2.409
O -3.284 -0.579 1.977
N -3.083 -2.298 3.381
C -3.699 -3.459 4.051
C -1.805 -1.872 3.925
H -4.586 -2.131 2.050
H -4.691 -3.675 3.658
H -3.741 -3.311 5.125
H -3.106 -4.351 3.814
H -1.317 -1.135 3.310
H -1.940 -1.469 4.934
H -1.190 -2.766 4.036
C 2.606 3.263 3.868
O 2.427 2.925 4.992
N 2.670 4.558 3.472
C 2.571 5.642 4.472
C 2.677 4.900 2.094
H 2.677 2.555 3.027
H 1.816 6.382 4.162
H 3.506 6.219 4.522
H 2.355 5.264 5.460
H 1.684 4.908 1.641
H 3.239 5.823 1.949
H 3.264 4.186 1.523
C 4.340 -0.036 -0.032
O 4.982 -0.498 0.872
N 4.717 0.127 -1.309
C 5.941 -0.483 -1.830
C 3.872 0.870 -2.210
H 3.341 0.351 0.201
H 6.592 -0.818 -1.039
H 6.335 0.316 -2.465
H 5.727 -1.346 -2.475
H 3.314 0.140 -2.808
H 3.260 1.570 -1.661
H 4.477 1.393 -2.956
C -0.283 2.711 -4.336
O 0.264 3.641 -4.924
N -1.556 2.319 -4.522
C -2.020 1.103 -3.977
C -2.451 3.085 -5.319
H 0.279 2.054 -3.649
H -2.434 0.498 -4.793
H -2.825 1.298 -3.261
H -1.204 0.538 -3.548
H -3.206 2.415 -5.729
H -3.037 3.794 -4.701
H -1.908 3.699 -6.027
C 0.140 -6.466 -4.445
O 0.160 -7.657 -4.266
N -0.359 -5.555 -3.562
C -1.064 -5.925 -2.384
C -0.212 -4.140 -3.804
H 0.565 -5.992 -5.341
H -0.459 -5.606 -1.513
H -1.210 -6.989 -2.267
H -1.999 -5.370 -2.275
H -0.122 -3.895 -4.863
H -1.090 -3.550 -3.508
H 0.641 -3.731 -3.249
*
```

# 2
DFT (ωB97M-V/def2-TZVPD) results for 4 unconnected molecules or ions with the total composition C25H56FN5O3P at a distorted geometry.

Values from the calculation:
Calculated total energy: -1926.38699 Ha
E_HOMO: -0.34018 Ha

Structure (ORCA input):
```
! RIJCOSX wB97M-V def2-TZVPD def2/J DEFGRID3
* xyz 1 1
C 3.387 4.776 7.122
C 2.433 5.037 5.856
C 2.717 4.092 4.580
C 3.763 2.898 4.844
P 3.681 1.788 3.285
O 4.086 0.163 3.634
C 2.898 -0.637 3.464
N 2.024 -1.441 3.789
C 4.926 2.368 1.936
O 4.542 2.197 0.758
N 6.232 2.935 2.338
C 7.361 2.214 1.722
O 7.497 1.934 0.524
F 8.433 1.841 2.600
H 4.497 4.677 6.874
H 2.999 3.896 7.762
H 3.292 5.709 7.801
H 1.330 4.955 6.137
H 2.627 6.122 5.508
H 1.701 3.641 4.246
H 3.088 4.732 3.693
H 3.509 2.242 5.759
H 4.857 3.223 4.927
H 2.366 1.941 2.692
H 6.235 3.945 2.124
C 0.601 -4.315 -3.058
C 1.620 -3.842 -2.027
N 1.160 -2.707 -1.231
C 2.225 -2.061 -0.472
C 2.914 -2.876 0.620
C -0.099 -2.890 -0.514
C -0.197 -4.061 0.463
H 0.274 -3.490 -3.696
H 1.050 -5.078 -3.699
H -0.278 -4.761 -2.586
H 2.517 -3.542 -2.580
H 1.911 -4.691 -1.396
H 1.841 -1.132 -0.031
H 2.993 -1.733 -1.184
H 2.275 -2.999 1.495
H 3.816 -2.353 0.957
H 3.227 -3.861 0.268
H -0.900 -3.000 -1.253
H -0.352 -1.966 0.018
H 0.174 -4.995 0.035
H -1.245 -4.223 0.732
H 0.342 -3.864 1.390
C -1.564 5.933 -0.940
C -0.522 4.821 -0.963
N -0.545 3.975 0.227
C 0.629 3.120 0.353
C 0.849 2.052 -0.716
C -1.821 3.337 0.541
C -2.455 2.448 -0.527
H -1.483 6.530 -0.028
H -1.413 6.600 -1.792
H -2.581 5.540 -1.011
H 0.459 5.306 -1.030
H -0.644 4.235 -1.882
H 0.620 2.636 1.340
H 1.516 3.768 0.370
H 0.152 1.221 -0.605
H 1.857 1.635 -0.618
H 0.762 2.452 -1.727
H -2.541 4.122 0.797
H -1.720 2.757 1.467
H -2.461 2.918 -1.513
H -3.497 2.245 -0.261
H -1.954 1.483 -0.605
C -3.787 -1.543 -4.299
C -5.011 -2.445 -4.190
N -4.692 -3.868 -4.237
C -5.861 -4.719 -4.444
C -6.931 -4.733 -3.355
C -3.736 -4.347 -3.244
C -4.064 -4.114 -1.770
H -3.195 -1.786 -5.185
H -4.102 -0.499 -4.383
H -3.144 -1.619 -3.418
H -5.661 -2.203 -5.038
H -5.570 -2.182 -3.282
H -5.530 -5.748 -4.628
H -6.338 -4.410 -5.382
H -6.603 -5.285 -2.474
H -7.829 -5.235 -3.729
H -7.226 -3.726 -3.050
H -2.766 -3.881 -3.451
H -3.556 -5.417 -3.400
H -4.388 -3.090 -1.569
H -3.169 -4.294 -1.165
H -4.832 -4.799 -1.411
*
```

# 3
DFT (ωB97M-V/def2-TZVPD) results for a molecular structure, C25H56HfN2O2P2S at a distorted geometry.

Values from the calculation:
Calculated total energy: -2373.27974 Ha
E_HOMO (alpha / beta): -0.77260 / -0.77254 Ha

Structure (ORCA input):
```
! RIJCOSX wB97M-V def2-TZVPD def2/J DEFGRID3
* xyz 4 1
Hf -0.536 -0.052 -0.214
C -1.622 -0.317 1.481
O -2.199 -0.497 2.482
C 0.663 0.027 -1.857
O 1.399 0.004 -2.764
P -0.955 -2.452 -0.756
C -2.498 -2.735 -1.783
H -2.570 -3.809 -1.990
C 0.361 -3.252 -1.829
H 0.452 -2.506 -2.629
C -1.302 -3.530 0.740
H -2.168 -3.004 1.164
C -0.786 3.050 1.870
P -0.712 2.378 0.130
H -2.481 3.622 -1.107
H -1.713 2.598 2.244
C 0.357 3.587 -0.810
H 0.057 4.594 -0.493
C 1.722 -3.316 -1.120
H 2.509 -3.509 -1.857
H 1.746 -4.129 -0.388
H 1.955 -2.383 -0.604
C 0.024 -4.599 -2.485
H -0.034 -5.405 -1.750
H 0.819 -4.857 -3.195
H -0.918 -4.575 -3.040
C -1.716 -4.983 0.468
H -2.491 -5.070 -0.298
H -2.109 -5.425 1.391
H -0.858 -5.587 0.158
C -0.189 -3.474 1.796
H -0.554 -3.919 2.729
H 0.122 -2.449 2.001
H 0.691 -4.040 1.479
C -3.756 -2.307 -1.016
H -3.939 -2.941 -0.144
H -4.634 -2.371 -1.669
H -3.671 -1.274 -0.662
C -2.380 -1.990 -3.120
H -2.225 -0.918 -2.958
H -3.298 -2.118 -3.705
H -1.542 -2.357 -3.720
C -0.911 4.576 1.956
H -1.700 4.966 1.304
H 0.029 5.065 1.679
H -1.146 4.875 2.984
C 0.353 2.517 2.752
H 1.321 2.939 2.467
C -2.597 1.508 -1.582
H 0.427 1.430 2.686
H 0.163 2.791 3.797
C -3.555 2.611 0.467
H -2.524 0.525 -1.045
H -3.603 1.474 -2.019
H -1.870 1.546 -2.394
C -2.434 2.663 -0.577
H -4.529 2.645 -0.038
H -3.510 3.454 1.161
H -3.511 1.684 1.048
C 0.146 3.473 -2.326
H 0.373 2.463 -2.679
H 0.823 4.165 -2.840
H -0.877 3.727 -2.623
C 1.833 3.355 -0.457
H 2.115 2.317 -0.664
H 2.040 3.556 0.598
H 2.470 4.013 -1.059
H -5.844 0.601 -2.328
H -5.850 -0.132 -2.454
C 2.066 -0.455 3.381
N 3.028 0.241 2.528
C 4.360 0.390 3.100
C 2.738 0.656 1.157
S 1.273 0.339 0.543
N 3.847 1.027 0.310
C 4.729 2.129 0.657
C 4.142 0.282 -0.895
H 2.465 -1.456 3.652
H 1.086 -0.629 2.914
H 1.902 0.130 4.312
H 5.111 -0.115 2.458
H 4.614 1.455 3.246
H 4.425 -0.069 4.111
H 5.758 1.754 0.841
H 4.760 2.855 -0.183
H 4.355 2.694 1.533
H 4.291 -0.791 -0.648
H 3.333 0.395 -1.615
H 5.065 0.658 -1.387
*
```

# 4
DFT (ωB97M-V/def2-TZVPD) results for a molecular structure, C25H56N2O2P2SZr at a distorted geometry.

Values from the calculation:
Calculated total energy: -2372.50750 Ha
E_HOMO: -0.77523 Ha

Structure (ORCA input):
```
! RIJCOSX wB97M-V def2-TZVPD def2/J DEFGRID3
* xyz 4 1
Zr -0.471 -0.037 -0.446
C -1.584 -1.757 0.215
O -2.097 -2.651 0.786
C 0.549 1.233 -1.882
O 1.160 1.963 -2.573
P 0.606 -2.027 -1.931
C -0.314 -2.656 -3.414
H 0.390 -3.358 -3.882
C 2.211 -1.462 -2.696
H 1.916 -0.517 -3.184
C 0.915 -3.620 -1.017
H -0.109 -3.916 -0.739
C -3.115 1.008 2.382
P -2.412 1.304 0.710
H -4.346 1.858 -0.554
H -3.641 0.046 2.288
C -2.288 3.134 0.423
H -3.241 3.516 0.821
C 3.246 -1.130 -1.621
H 4.059 -0.549 -2.081
H 3.691 -2.035 -1.187
H 2.843 -0.514 -0.804
C 2.816 -2.373 -3.772
H 3.202 -3.308 -3.350
H 3.669 -1.844 -4.220
H 2.119 -2.607 -4.583
C 1.537 -4.747 -1.850
H 1.051 -4.910 -2.818
H 1.436 -5.681 -1.280
H 2.611 -4.587 -2.008
C 1.709 -3.436 0.274
H 1.641 -4.367 0.856
H 1.324 -2.630 0.909
H 2.769 -3.237 0.085
C -1.574 -3.447 -3.038
H -1.347 -4.370 -2.490
H -2.099 -3.735 -3.961
H -2.274 -2.852 -2.438
C -0.614 -1.544 -4.424
H -1.291 -0.783 -4.011
H -1.112 -1.991 -5.297
H 0.294 -1.045 -4.785
C -4.138 2.087 2.762
H -4.964 2.165 2.042
H -3.666 3.073 2.859
H -4.577 1.839 3.738
C -2.027 0.835 3.436
H -1.412 1.736 3.539
C -3.181 0.500 -1.795
H -1.362 -0.007 3.215
H -2.496 0.639 4.409
C -4.777 -0.156 0.092
H -2.480 -0.376 -1.702
H -3.989 0.153 -2.445
H -2.689 1.330 -2.323
C -3.800 0.906 -0.443
H -5.463 -0.436 -0.719
H -5.382 0.235 0.919
H -4.257 -1.064 0.425
C -2.183 3.534 -1.057
H -1.289 3.106 -1.539
H -2.091 4.629 -1.117
H -3.071 3.250 -1.634
C -1.123 3.721 1.223
H -0.165 3.260 0.933
H -1.259 3.605 2.307
H -1.035 4.797 1.014
H -4.337 -1.481 -3.227
H -4.075 -1.946 -3.757
C 5.729 0.970 2.697
C 4.531 1.623 2.046
N 3.444 0.624 1.933
C 2.151 0.868 2.122
S 0.945 -0.292 1.593
N 1.785 1.959 2.850
C 2.314 2.159 4.240
C 2.530 3.637 4.506
H 5.474 0.635 3.705
H 6.560 1.679 2.770
H 6.050 0.102 2.114
H 4.170 2.484 2.608
H 4.763 1.960 1.027
H 3.668 -0.214 1.398
H 0.784 2.164 2.796
H 1.564 1.754 4.935
H 3.240 1.580 4.363
H 1.562 4.144 4.628
H 3.118 3.772 5.423
H 3.071 4.111 3.678
*
```

# 5
DFT (ωB97M-V/def2-TZVPD) results for a molecular structure, C25H57B2FO2PRb2V at a distorted geometry.

Values from the calculation:
⟨S²⟩: 6.01
Calculated total energy: -2619.57236 Ha
E_HOMO (alpha / beta): -0.49795 / -0.49795 Ha

Structure (ORCA input):
```
! RIJCOSX wB97M-V def2-TZVPD def2/J DEFGRID3
* xyz 2 5
Rb 17.339 -10.057 -6.098
Rb 19.231 -11.964 -2.455
V 16.035 -9.401 -2.452
C 19.514 -0.327 1.020
C 19.651 -1.744 1.527
C 18.829 -2.708 0.707
C 18.912 -4.225 1.149
P 17.735 -5.343 0.521
C 17.993 -5.538 -1.267
C 17.492 -4.324 -2.176
C 17.705 -4.707 -3.646
C 19.202 -4.999 -3.966
C 17.980 -6.965 1.359
C 19.239 -7.649 0.797
C 19.451 -8.968 1.507
C 20.543 -9.785 0.856
C 16.060 -4.653 0.864
C 15.823 -4.231 2.347
C 14.609 -3.360 2.435
C 13.373 -4.197 2.380
H 19.523 -0.348 -0.070
H 20.355 0.253 1.401
H 18.566 0.152 1.265
H 19.443 -1.777 2.596
H 20.712 -1.971 1.420
H 19.099 -2.634 -0.346
H 17.761 -2.512 0.804
H 18.909 -4.239 2.239
H 19.907 -4.581 0.881
H 17.472 -6.454 -1.548
H 19.051 -5.725 -1.448
H 17.989 -3.371 -1.997
H 16.436 -4.170 -1.954
H 17.411 -3.852 -4.256
H 17.107 -5.599 -3.835
H 19.372 -5.306 -4.998
H 19.747 -5.766 -3.416
H 19.820 -4.107 -3.863
H 17.161 -7.639 1.107
H 18.092 -6.688 2.407
H 20.060 -6.954 0.970
H 19.161 -7.774 -0.283
H 18.497 -9.496 1.532
H 19.679 -8.738 2.547
H 21.436 -9.175 0.720
H 20.318 -10.192 -0.130
H 20.685 -10.698 1.434
H 15.404 -5.472 0.568
H 15.961 -3.808 0.182
H 16.608 -3.534 2.642
H 15.790 -5.098 3.007
H 14.591 -2.669 1.593
H 14.460 -2.828 3.375
H 12.465 -3.601 2.478
H 13.346 -4.962 3.155
H 13.262 -4.655 1.397
B 19.290 -12.445 -5.407
H 19.514 -11.502 -4.934
H 19.412 -12.363 -6.476
H 19.959 -13.218 -5.062
H 18.273 -12.751 -5.213
B 18.053 -8.989 -3.228
H 19.045 -8.785 -3.601
H 17.335 -8.210 -3.431
H 17.668 -9.917 -3.620
H 18.043 -9.134 -2.158
C 15.747 -12.482 -0.932
O 16.326 -11.320 -1.426
H 15.523 -13.173 -1.745
H 16.311 -13.068 -0.206
H 14.809 -12.222 -0.440
C 13.266 -9.322 -6.274
C 13.453 -9.765 -4.805
O 14.765 -9.673 -4.273
H 14.092 -9.702 -6.875
H 13.429 -8.247 -6.347
H 12.294 -9.635 -6.656
H 13.038 -10.740 -4.551
H 12.779 -9.069 -4.304
F 21.343 -5.422 -0.863
C 22.002 -6.567 -1.276
C 21.358 -7.565 -2.074
C 22.015 -8.691 -2.439
C 23.392 -8.818 -2.080
C 24.015 -7.857 -1.310
C 23.358 -6.710 -0.957
H 20.314 -7.460 -2.328
H 21.532 -9.430 -3.061
H 23.830 -9.776 -2.316
H 25.060 -7.874 -1.038
H 23.865 -5.886 -0.477
*
```